ORCA calculation (ωB97M-V/def2-TZVPD) on a 17-piece molecular cluster, C22H78N10O17 overall.

2S+1: 1
Net charge: 0
Energy above the lowest of the compared OMol25 structures with the same formula, charge and spin: 2.1 kcal/mol
Electronic energy: -73782.36095 eV

Last column: Löwdin charge in e.
CARTESIAN COORDINATES (ANGSTROEM)
C 3.354 3.883 -0.711  -0.05
C 2.919 4.234 -2.171  -0.32
O 3.896 5.038 -2.732  -0.06
H 2.666 3.177 -0.336  0.03
H 3.385 4.740 -0.076  0.07
H 4.322 3.430 -0.745  0.05
H 1.969 4.695 -2.095  0.10
H 2.702 3.364 -2.746  0.07
H 4.575 4.408 -3.061  0.09
C -1.981 2.423 1.117  -0.07
C -2.797 2.962 2.316  -0.26
O -2.279 4.299 2.379  -0.12
H -0.863 2.436 1.245  0.08
H -2.158 2.929 0.145  0.07
H -2.288 1.389 0.947  0.03
H -2.489 2.353 3.214  0.10
H -3.830 3.072 2.332  0.09
H -2.683 4.819 3.123  0.12
C 1.448 0.838 -3.683  -0.07
C 0.162 0.485 -4.400  -0.27
O -0.944 0.431 -3.496  -0.12
H 1.697 -0.017 -3.043  0.05
H 1.141 1.655 -3.036  0.06
H 2.261 1.037 -4.379  0.09
H 0.368 -0.504 -4.785  0.10
H -0.070 1.191 -5.227  0.12
H -1.591 -0.024 -4.008  0.07
C -3.550 1.192 -2.014  -0.08
C -4.953 1.273 -2.487  -0.33
O -5.756 0.557 -1.585  -0.08
H -2.889 1.708 -2.670  0.04
H -3.066 0.154 -1.994  0.07
H -3.561 1.647 -1.027  0.07
H -5.100 0.949 -3.471  0.09
H -5.329 2.308 -2.578  0.13
H -5.505 -0.385 -1.681  0.08
C 2.006 2.381 2.121  -0.09
C 1.102 2.400 3.356  -0.33
O 0.278 3.541 3.413  -0.08
H 1.412 2.262 1.215  0.04
H 2.759 1.564 2.156  0.07
H 2.527 3.338 2.020  0.07
H 1.743 2.299 4.240  0.11
H 0.571 1.459 3.328  0.07
H -0.482 3.591 2.768  0.06
C 2.593 -3.666 0.253  -0.71
O 3.663 -4.148 -0.432  -0.10
N 2.392 -2.414 0.368  0.16
N 1.720 -4.412 0.801  0.18
H 3.180 -1.775 0.022  0.08
H 1.740 -1.967 1.025  0.09
H 1.713 -5.408 0.571  0.13
H 0.844 -3.987 1.208  0.09
C -1.903 -3.001 -3.577  -0.62
O -2.227 -1.991 -2.749  -0.10
N -2.833 -3.454 -4.371  0.14
N -0.681 -3.518 -3.697  0.18
H -3.731 -2.916 -4.313  0.14
H -2.873 -4.462 -4.567  0.12
H 0.006 -3.011 -3.136  0.03
H -0.378 -4.394 -4.123  0.13
C 0.368 0.086 -0.105  -0.60
O 1.615 0.408 -0.574  -0.09
N 0.119 -0.158 1.131  0.16
N -0.685 0.024 -0.864  0.23
H 0.862 -0.170 1.840  0.09
H -0.866 -0.089 1.466  0.11
H -0.629 0.146 -1.876  0.06
H -1.545 -0.357 -0.491  0.08
C -1.091 -3.089 2.335  -0.59
O -0.625 -2.480 3.525  -0.11
N -0.677 -2.772 1.165  0.17
N -1.993 -4.025 2.358  0.15
H -0.180 -1.843 1.066  0.08
H -1.000 -3.252 0.363  0.12
H -2.284 -4.410 3.302  0.17
H -2.184 -4.618 1.508  0.16
C -3.707 -0.308 3.674  -0.60
O -2.606 -0.079 2.904  -0.10
N -4.650 -1.145 3.354  0.15
N -3.956 0.232 4.855  0.15
H -4.465 -1.696 2.467  0.07
H -5.596 -1.082 3.789  0.14
H -3.416 1.023 5.174  0.11
H -4.882 0.121 5.354  0.14
C 4.618 1.394 -2.769  -0.19
O 4.618 2.100 -3.974  -0.08
H 3.628 1.269 -2.292  0.06
H 5.234 1.851 -1.954  0.09
H 5.143 0.468 -2.842  0.08
H 5.478 1.953 -4.304  0.07
C 2.413 -2.180 3.541  -0.14
O 1.979 -0.943 3.050  -0.15
H 3.370 -2.389 3.062  0.09
H 1.784 -2.982 3.302  0.05
H 2.621 -2.222 4.572  0.07
H 2.240 -0.323 3.746  0.09
C -3.712 -1.747 0.205  -0.16
O -4.205 -2.584 1.173  -0.09
H -3.124 -2.285 -0.548  0.07
H -3.002 -1.014 0.666  0.07
H -4.429 -1.163 -0.226  0.04
H -3.387 -2.929 1.506  0.02
C 2.043 -2.704 -2.832  -0.15
O 0.951 -2.372 -1.987  -0.17
H 3.015 -2.239 -2.517  0.10
H 1.798 -2.421 -3.846  0.07
H 2.171 -3.810 -2.869  0.10
H 1.352 -2.564 -1.110  0.04
C -0.951 3.488 -3.318  -0.17
O -0.852 3.065 -1.982  -0.09
H -0.949 4.539 -3.455  0.07
H -1.900 3.249 -3.756  0.07
H -0.168 3.246 -4.022  0.07
H -0.586 2.159 -1.896  0.02
C 4.526 -0.229 0.334  -0.13
O 4.113 -0.837 -0.890  -0.17
H 5.360 -0.712 0.818  0.09
H 3.688 -0.109 1.068  0.06
H 4.808 0.811 0.207  0.07
H 3.393 -0.255 -1.260  0.05
C 0.617 -0.950 6.208  -0.18
O 0.058 -0.309 5.129  -0.14
H 0.154 -1.921 6.143  0.08
H 0.245 -0.435 7.053  0.06
H 1.726 -0.945 6.210  0.08
H -0.178 -0.946 4.453  0.01


ORCA calculation (ωB97M-V/def2-TZVPD) on a 2-piece molecular cluster, CH6N3O3 overall.

2S+1: 1
Net charge: +1
Energy above the lowest of the compared OMol25 structures with the same formula, charge and spin: 40.2 kcal/mol
Electronic energy: -11733.49720 eV

Last column: Löwdin charge in e.
CARTESIAN COORDINATES (ANGSTROEM)
C -0.756 -0.186 -0.079  -0.14
N -1.107 -1.392 -0.431  0.15
N 1.432 0.337 0.421  -0.04
N -1.503 0.851 0.049  0.00
O 1.861 0.875 -0.675  0.08
O 1.967 -0.877 0.609  0.06
O -1.042 2.092 0.426  0.03
H -0.413 -2.115 -0.537  0.12
H -2.062 -1.656 -0.659  0.14
H -2.501 0.920 -0.155  0.19
H 2.428 0.290 -1.224  0.17
H 1.814 -1.162 1.525  0.16
H -0.118 2.021 0.730  0.10


ORCA calculation (ωB97M-V/def2-TZVPD) on C40H33N3O2P2S2TeZr as an isolated structure.

2S+1: 1
Net charge: +2
Energy above the lowest of the compared OMol25 structures with the same formula, charge and spin: 5.3 kcal/mol
Electronic energy: -99388.93311 eV

Last column: Löwdin charge in e.
CARTESIAN COORDINATES (ANGSTROEM)
Zr 1.315 -0.377 -0.098  1.57
Te -2.127 -1.004 -1.843  1.30
C -3.969 -0.253 -1.136  -0.57
C -4.589 0.815 -1.769  -0.14
C -5.758 1.317 -1.210  -0.13
N -6.311 0.826 -0.104  0.09
C -5.729 -0.221 0.469  -0.12
C -4.564 -0.809 -0.013  -0.14
C -0.904 0.032 -0.442  -1.12
P 0.013 1.362 -1.259  0.87
C -0.704 2.319 -2.587  -0.38
C -1.898 3.017 -2.405  -0.09
C -2.375 3.820 -3.426  -0.05
C -1.662 3.934 -4.614  -0.04
C -0.467 3.251 -4.786  -0.05
C 0.019 2.440 -3.771  -0.10
C 0.908 2.395 -0.053  -0.38
C 2.295 2.144 -0.010  -0.19
C 3.110 2.771 0.927  -0.04
C 2.545 3.680 1.807  -0.03
C 1.179 3.958 1.756  -0.03
C 0.356 3.306 0.852  -0.05
P -1.332 -0.355 1.279  1.00
C -1.927 1.182 2.061  -0.39
C -1.736 1.428 3.422  -0.09
C -2.352 2.511 4.029  -0.05
C -3.191 3.341 3.297  -0.06
C -3.427 3.075 1.956  -0.06
C -2.799 1.999 1.345  -0.13
C 0.362 -0.581 2.132  -0.50
C 0.744 -1.905 2.432  -0.10
C 1.820 -2.160 3.272  -0.04
C 2.542 -1.106 3.816  -0.01
C 2.187 0.209 3.531  -0.03
C 1.106 0.473 2.704  -0.14
H -4.179 1.255 -2.669  0.09
H -6.274 2.150 -1.674  0.11
H -6.216 -0.622 1.351  0.12
H -4.145 -1.673 0.485  0.09
H -2.453 2.933 -1.482  0.09
H -3.301 4.364 -3.296  0.12
H -2.037 4.566 -5.408  0.12
H 0.089 3.351 -5.708  0.12
H 0.953 1.908 -3.898  0.08
H 2.764 1.542 -0.803  0.11
H 4.174 2.573 0.943  0.13
H 3.170 4.193 2.526  0.13
H 0.756 4.688 2.433  0.13
H -0.704 3.514 0.839  0.11
H -1.107 0.775 4.017  0.11
H -2.191 2.699 5.083  0.12
H -3.681 4.177 3.779  0.12
H -4.111 3.694 1.390  0.12
H -3.017 1.769 0.310  0.07
H 0.170 -2.729 2.022  0.12
H 2.087 -3.182 3.509  0.12
H 3.374 -1.310 4.477  0.13
H 2.733 1.029 3.980  0.12
H 0.790 1.495 2.545  0.08
O 1.419 -5.119 0.409  0.09
C 2.573 -4.791 1.002  -0.26
C 3.120 -5.729 1.880  0.01
C 4.292 -5.454 2.549  -0.03
C 4.960 -4.234 2.374  -0.06
C 4.426 -3.297 1.529  -0.02
C 3.230 -3.554 0.828  -0.12
C 2.706 -2.512 -0.019  -0.44
O 3.206 -1.309 0.002  -0.15
N 1.586 -2.721 -0.748  -0.03
N 1.424 -1.733 -1.753  -0.26
C 1.147 -2.183 -2.939  -0.93
S 1.153 -3.871 -3.289  1.03
C 0.509 -3.675 -4.977  -0.47
C 1.029 -2.365 -5.529  -0.47
S 0.801 -1.099 -4.245  0.94
H 1.143 -4.409 -0.200  0.06
H 2.602 -6.669 2.009  0.13
H 4.705 -6.198 3.217  0.12
H 5.887 -4.041 2.893  0.11
H 4.917 -2.346 1.375  0.12
H -0.578 -3.699 -4.935  0.09
H 0.867 -4.523 -5.559  0.10
H 0.463 -2.047 -6.403  0.10
H 2.087 -2.418 -5.781  0.09


ORCA calculation (ωB97M-V/def2-TZVPD) on a 2-piece molecular cluster, C5H7NO3 overall.

2S+1: 1
Net charge: 0
Energy above the lowest of the compared OMol25 structures with the same formula, charge and spin: 245.7 kcal/mol
Electronic energy: -12921.52790 eV

Last column: Löwdin charge in e.
CARTESIAN COORDINATES (ANGSTROEM)
C -1.410 -1.449 -1.308  0.09
C 0.164 1.498 -1.472  0.13
C -1.747 -0.415 -0.563  -0.07
C 0.492 0.774 -0.556  -0.27
C 1.664 0.200 1.414  -0.06
N -2.378 0.146 0.425  -0.27
O -3.761 0.702 -0.042  -0.05
O -2.027 0.508 1.544  -0.02
O 1.239 -0.122 0.101  -0.10
H -1.597 -2.389 -0.984  0.04
H -0.652 -1.229 -2.091  0.09
H -0.337 2.377 -1.885  0.06
H -3.964 1.464 0.662  0.15
H 2.145 1.157 1.470  0.08
H 2.422 -0.684 1.657  0.14
H 0.891 0.242 2.107  0.05


ORCA calculation (ωB97M-V/def2-TZVPD) on a single H4O2Si molecule.

2S+1: 1
Net charge: 0
Energy above the lowest of the compared OMol25 structures with the same formula, charge and spin: 16.7 kcal/mol
Electronic energy: -12038.47698 eV

Last column: Löwdin charge in e.
CARTESIAN COORDINATES (ANGSTROEM)
O -1.687 0.336 0.059  -0.26
O 1.596 0.542 0.288  -0.31
Si -0.020 -0.120 -0.073  0.58
H -2.175 1.125 -0.136  0.02
H -0.023 -0.369 -1.564  -0.02
H 0.123 -1.418 0.731  -0.02
H 2.186 -0.096 0.695  0.01


ORCA calculation (ωB97M-V/def2-TZVPD) on C4H9N2 as an isolated structure.

2S+1: 1
Net charge: +1
Energy above the lowest of the compared OMol25 structures with the same formula, charge and spin: 65.2 kcal/mol
Electronic energy: -7265.31457 eV

Last column: Löwdin charge in e.
CARTESIAN COORDINATES (ANGSTROEM)
C 0.943 -0.732 0.089  -0.11
C -0.500 -0.665 0.072  -0.06
C 1.843 0.318 0.066  -0.20
C -2.800 0.177 0.051  -0.05
N 3.145 0.244 0.039  0.09
N -1.384 0.316 0.013  -0.01
H 1.328 -1.813 -0.209  0.16
H -0.936 -1.775 0.046  0.18
H 1.486 1.650 -0.073  0.24
H -3.202 0.603 1.101  0.16
H -3.113 0.794 -0.701  0.06
H -3.241 -0.757 -0.265  0.10
H 3.809 -0.576 0.189  0.17
H 3.692 1.003 -0.397  0.14
H -1.069 1.212 -0.020  0.11


What is the electronic energy in the sixth record? -7265.31457 eV


What is the net charge in the fifth record? 0